Here is 6 unconnected molecules or ions with the total composition C46H53BCl2FI2NO23P3 from the Open Molecules 2025 dataset. Energies are from ωB97M-V/def2-TZVPD.

Positions of all 132 atoms, in Å:
O  -2.05  2.83  1.45
C  -1.22  -2.59  -3.83
C  3.58  -1.78  2.71
H  -3.00  -2.18  4.07
H  -0.01  0.13  -3.18
C  3.86  4.59  -0.10
O  5.07  -3.12  1.51
C  0.45  5.23  2.26
C  3.96  -5.13  -6.34
C  6.62  -5.50  -7.45
H  -1.99  -2.01  -4.33
H  -2.64  -5.08  1.67
H  -0.56  -3.52  4.62
H  -0.38  0.25  -5.41
H  -0.77  3.57  -0.05
P  -1.97  -1.79  1.89
O  -3.22  5.04  5.74
C  -3.97  -3.88  -2.57
Cl  1.07  -3.90  -4.44
C  4.40  0.35  3.53
H  3.80  -7.95  -7.65
O  5.84  5.66  -3.49
C  5.97  -1.07  2.22
H  0.67  -2.57  1.32
H  -4.48  0.01  1.33
O  -1.01  4.67  5.63
C  5.44  6.05  -1.21
I  -3.01  1.62  -1.38
H  -0.34  5.33  5.90
H  0.66  -1.57  -4.39
O  4.25  1.39  4.15
P  -4.03  -3.70  0.65
O  3.34  -7.24  -7.15
O  6.30  7.06  -1.26
C  -3.83  0.42  2.10
H  -4.21  0.18  3.10
C  -6.91  5.70  7.56
O  -5.31  -1.85  -1.87
H  -2.98  -0.25  -3.25
C  -0.28  -2.33  -6.19
H  -6.47  7.78  7.43
H  6.63  7.09  -2.18
H  4.92  6.25  0.84
C  6.33  -4.36  -6.81
C  -2.20  -0.02  -2.54
H  6.92  -1.28  1.76
H  -3.30  -4.57  -2.05
P  0.11  -3.82  1.04
H  -5.25  -1.12  -2.51
C  -6.45  4.30  7.30
H  -1.13  -4.41  -2.14
O  7.22  -3.38  -6.67
H  0.06  -1.80  -2.36
H  -2.42  -3.74  3.42
N  -1.81  -1.21  -1.67
O  -4.10  7.48  6.32
C  4.98  -4.11  -6.20
C  -6.15  6.76  7.24
H  6.23  1.73  3.56
H  3.07  -3.43  2.02
H  -3.48  -1.01  -0.34
C  3.34  -0.65  3.38
O  3.22  4.24  0.88
I  -0.57  2.70  -2.96
H  0.48  -1.72  -6.68
O  0.85  6.13  4.41
H  -1.09  -1.99  5.27
C  5.60  -6.53  -7.58
O  1.11  -4.81  0.55
C  -2.22  -2.68  3.49
C  -5.16  4.10  6.65
O  6.65  1.02  3.04
C  -0.85  4.53  4.32
O  -0.11  4.23  0.23
H  -1.50  -3.63  -3.98
C  -4.85  6.57  6.62
C  -1.27  0.57  -4.89
H  -1.49  1.57  -5.25
O  4.80  -3.05  -5.61
C  4.32  4.16  -2.50
O  -3.59  -5.02  1.49
H  -0.29  -3.31  -6.68
O  2.83  2.80  -1.31
C  -4.41  5.16  6.33
H  -1.77  -4.69  -0.08
C  4.92  -2.07  2.09
O  -7.18  3.38  7.62
C  5.73  0.07  2.89
C  -0.29  4.39  1.54
C  5.24  5.30  -2.50
B  -4.10  -2.52  -1.78
C  -0.98  0.60  -3.35
H  6.77  -2.67  -6.17
H  -4.85  3.09  6.45
H  -0.46  -4.40  2.20
C  -0.76  -3.56  -1.57
Cl  -5.19  -2.62  1.97
C  0.06  -2.43  -4.70
H  -1.22  -1.81  -6.35
C  -2.45  -2.69  0.30
O  2.65  -2.72  2.54
C  0.22  5.37  3.70
C  -0.91  -2.52  4.34
H  -3.72  -3.77  -3.63
H  -2.38  3.08  4.03
H  2.50  2.78  -0.39
C  3.68  3.83  -1.37
H  -2.90  5.96  5.63
C  -1.32  -3.69  -0.14
H  2.99  -4.93  -5.91
H  0.32  -3.77  -1.50
C  -2.35  -0.01  1.99
H  4.20  3.62  -3.42
C  -1.38  3.57  2.17
O  -8.10  5.83  8.13
O  5.79  -7.60  -8.14
H  2.38  -0.43  3.83
H  7.58  -5.69  -7.89
H  -2.14  -0.05  -5.13
C  -0.93  -2.24  -2.35
C  4.79  5.71  -0.09
H  -1.88  0.59  1.22
F  -0.92  -0.61  -0.74
H  1.24  5.83  1.83
H  -4.95  -4.35  -2.54
H  -1.87  0.33  2.92
H  -0.10  -2.09  3.75
C  -2.92  -1.78  -0.87
C  4.24  -6.27  -6.99
H  -3.88  1.51  2.03
H  -8.44  4.92  8.25
C  -1.60  3.69  3.59

Computed properties:
Net charge   +1
Kohn-Sham gap   6.252 eV

Here is C3H4N2O in the gas phase from the Open Molecules 2025 dataset. Energies are from ωB97M-V/def2-TZVPD.

Positions of all 10 atoms, in Å:
C  -0.24  1.45  -0.08
H  1.71  -1.02  1.05
H  2.19  -0.07  -0.22
O  -1.38  1.71  -0.41
N  1.57  -0.14  0.58
C  -1.73  -1.43  0.55
H  0.55  2.22  0.00
C  0.22  0.09  0.25
H  -2.19  -2.00  -0.26
N  -0.70  -0.82  0.30

Computed properties:
Kohn-Sham gap (spin up / spin down)   8.110 / 8.107 eV

Here is C4H5NO2 in the gas phase from the Open Molecules 2025 dataset. Energies are from ωB97M-V/def2-TZVPD.

Positions of all 12 atoms, in Å:
H  -0.24  -0.79  2.20
H  1.18  -0.73  1.02
N  -0.35  0.79  0.81
H  0.48  -0.08  -1.48
O  -0.38  -1.83  -2.02
O  1.40  1.16  -0.68
C  0.48  1.57  -0.02
H  -1.86  -0.71  0.23
H  0.17  2.63  -0.09
C  -0.80  -0.61  0.09
C  -0.21  -0.90  -1.27
C  0.13  -0.50  1.22

Computed properties:
Kohn-Sham gap   10.059 eV

Here is C4H9NS in the gas phase from the Open Molecules 2025 dataset. Energies are from ωB97M-V/def2-TZVPD.

Positions of all 15 atoms, in Å:
H  1.50  1.44  0.46
N  -2.82  -0.50  0.58
H  -1.02  -0.13  2.08
C  0.98  1.07  -0.43
S  -1.06  -0.01  0.66
H  2.29  -0.68  -0.43
H  -0.98  2.15  -0.23
C  0.34  -1.19  0.35
C  -0.51  1.19  -0.36
H  1.01  -0.71  -1.64
H  0.80  -1.38  1.31
H  -3.08  -0.32  -0.39
H  -0.06  -2.11  -0.06
H  1.36  1.62  -1.29
C  1.25  -0.44  -0.61

Computed properties:
Kohn-Sham gap   8.757 eV

no.,E_tot (eV),maximum force (Eh/bohr)
1,-169638.475,0.057
2,-8200.630,0.015
3,-9811.442,0.025
4,-16614.248,0.097